The following is a quantum chemistry calculation of a cluster of 12 separate species, C37H103N13O17 in total, from OMol25.

Net charge   +1
Multiplicity   2
Gap between HOMO and LUMO (spin up / spin down)   8.004 / 2.647 eV
LUMO level (spin up / spin down)   -2.37 / -7.73 eV
E_tot   -3461.9322 a.u.

CARTESIAN COORDINATES (ANGSTROEM)
1 C -3.476 0.878 -8.436
2 O -2.128 1.002 -7.979
3 C -2.042 0.845 -6.563
4 C -0.610 0.646 -6.055
5 N -0.177 -0.767 -6.252
6 C 0.995 -1.179 -5.517
7 C 1.593 -2.534 -5.924
8 O 2.601 -2.894 -4.941
9 C 2.123 -3.797 -3.988
10 H -3.889 -0.125 -8.320
11 H -3.485 1.076 -9.508
12 H -4.192 1.579 -8.007
13 H -2.720 0.145 -6.075
14 H -2.343 1.759 -6.051
15 H -0.542 0.884 -4.993
16 H 0.059 1.407 -6.458
17 H 0.039 -0.871 -7.233
18 H 0.643 -1.182 -4.485
19 H 1.738 -0.382 -5.501
20 H 2.132 -2.344 -6.852
21 H 0.830 -3.265 -6.190
22 H 2.228 -4.821 -4.348
23 H 1.126 -3.591 -3.597
24 H 2.783 -3.770 -3.121
25 C -2.986 0.352 -1.111
26 O -3.451 1.650 -0.878
27 C -4.046 2.347 -2.013
28 C -3.011 2.929 -2.997
29 N -2.133 3.849 -2.297
30 C -2.641 5.178 -2.015
31 C -3.580 5.332 -0.838
32 O -3.193 4.522 0.227
33 C -1.977 4.854 0.872
34 H -2.394 0.278 -2.024
35 H -3.788 -0.364 -1.289
36 H -2.425 -0.032 -0.259
37 H -4.790 3.033 -1.610
38 H -4.711 1.635 -2.501
39 H -3.518 3.408 -3.835
40 H -2.415 2.111 -3.403
41 H -2.242 3.547 -1.339
42 H -2.992 5.596 -2.959
43 H -1.807 5.868 -1.892
44 H -4.619 5.097 -1.069
45 H -3.675 6.360 -0.489
46 H -2.169 5.714 1.514
47 H -1.153 5.088 0.198
48 H -1.756 4.044 1.567
49 C 1.029 -3.540 4.248
50 O 0.331 -3.657 3.020
51 C -0.153 -2.452 2.420
52 C -1.348 -1.909 3.250
53 N -2.469 -2.870 3.195
54 C -3.532 -2.531 4.077
55 C -4.386 -3.773 4.178
56 O -3.572 -4.918 4.673
57 C -4.346 -5.981 5.009
58 H 0.391 -3.255 5.084
59 H 1.893 -2.877 4.198
60 H 1.435 -4.541 4.391
61 H -0.551 -2.605 1.417
62 H 0.676 -1.744 2.416
63 H -1.648 -0.970 2.783
64 H -1.106 -1.779 4.305
65 H -2.124 -3.774 3.482
66 H -4.075 -1.734 3.567
67 H -3.233 -2.076 5.021
68 H -4.670 -3.983 3.147
69 H -5.352 -3.621 4.659
70 H -4.822 -6.434 4.139
71 H -5.085 -5.771 5.783
72 H -3.604 -6.669 5.416
73 C 5.415 1.118 0.452
74 O 5.098 0.873 1.848
75 C 4.247 -0.261 2.110
76 C 3.478 -0.148 3.397
77 N 4.210 -0.693 4.536
78 C 3.489 -0.648 5.814
79 C 4.284 -1.124 6.978
80 O 5.595 -0.538 7.039
81 C 6.432 -1.197 7.936
82 H 4.531 1.444 -0.097
83 H 5.766 0.197 -0.015
84 H 6.188 1.858 0.244
85 H 4.782 -1.189 1.909
86 H 3.437 -0.274 1.380
87 H 2.486 -0.598 3.444
88 H 3.491 0.927 3.577
89 H 5.072 -0.194 4.703
90 H 2.684 -1.373 5.693
91 H 3.103 0.339 6.067
92 H 4.382 -2.210 6.973
93 H 3.723 -0.890 7.882
94 H 6.161 -1.082 8.986
95 H 7.383 -0.678 7.813
96 H 6.457 -2.273 7.764
97 C -2.294 7.337 4.098
98 O -1.447 6.201 4.165
99 C -0.251 6.352 4.911
100 C 0.994 5.554 4.278
101 N 0.635 4.169 3.930
102 C 1.634 3.638 3.014
103 C 1.194 2.286 2.380
104 O 0.040 2.570 1.566
105 C -0.224 1.684 0.498
106 H -3.132 7.045 3.464
107 H -1.786 8.134 3.555
108 H -2.734 7.647 5.046
109 H -0.402 6.069 5.952
110 H -0.032 7.402 5.106
111 H 1.748 5.567 5.066
112 H 1.397 6.053 3.397
113 H -0.244 4.227 3.436
114 H 2.527 3.446 3.608
115 H 1.855 4.349 2.218
116 H 0.987 1.507 3.114
117 H 2.008 1.875 1.783
118 H 0.419 1.955 -0.340
119 H -1.229 1.928 0.151
120 H -0.165 0.639 0.800
121 C -2.470 -3.080 -4.714
122 O -3.191 -3.902 -4.205
123 N -2.463 -2.762 -5.990
124 N -1.643 -2.303 -4.042
125 H -1.947 -1.940 -6.271
126 H -2.995 -3.347 -6.618
127 H -1.606 -2.355 -3.034
128 H -1.135 -1.574 -4.524
129 C -2.928 -3.236 -0.704
130 O -1.810 -2.805 -1.052
131 N -3.384 -3.335 0.534
132 N -3.792 -3.696 -1.553
133 H -4.355 -3.604 0.597
134 H -2.843 -3.049 1.338
135 H -3.551 -3.818 -2.526
136 H -4.766 -3.761 -1.291
137 C 1.325 -0.900 -1.553
138 O 0.572 -0.097 -2.043
139 N 0.887 -1.956 -0.985
140 N 2.583 -0.695 -1.410
141 H -0.097 -2.167 -1.079
142 H 1.516 -2.696 -0.707
143 H 3.021 0.107 -1.842
144 H 3.152 -1.323 -0.861
145 C 0.881 2.975 -4.011
146 O 1.869 2.625 -4.554
147 N 0.183 2.365 -3.153
148 N 0.207 4.056 -4.293
149 H 0.563 1.505 -2.784
150 H -0.663 2.821 -2.840
151 H 0.286 4.623 -5.125
152 H -0.568 4.212 -3.664
153 C 4.804 2.144 -3.424
154 O 3.749 1.710 -2.570
155 H 4.486 3.006 -4.011
156 H 5.759 2.252 -2.910
157 H 5.069 1.373 -4.147
158 H 2.949 1.981 -3.027
159 C -0.270 -5.598 0.557
160 O -0.557 -5.634 -0.788
161 H 0.448 -4.834 0.856
162 H -1.137 -5.414 1.193
163 H 0.245 -6.497 0.897
164 H -0.977 -4.831 -1.105
165 C 3.164 -3.742 1.100
166 O 2.978 -3.993 -0.277
167 H 3.144 -4.696 1.627
168 H 4.167 -3.454 1.414
169 H 2.439 -3.086 1.582
170 H 3.818 -4.227 -0.678



The following is a quantum chemistry calculation of a structure of composition C2H2AgO2, from OMol25.

Net charge   0
Multiplicity   2
Gap between HOMO and LUMO (spin up / spin down)   8.136 / 7.528 eV
Energy above the lowest of the compared OMol25 structures with the same formula, charge and spin   117.15 kcal/mol
LUMO level (spin up / spin down)   -0.50 / -0.79 eV
E_tot   -374.5355 a.u.

CARTESIAN COORDINATES (ANGSTROEM)
1 H -0.889 -1.373 0.823
2 C -1.113 -0.628 0.066
3 C -1.501 0.448 -0.371
4 H -1.978 1.422 -0.357
5 O 2.004 -0.911 -0.197
6 O 2.515 0.315 0.533
7 Ag 0.961 0.727 -0.497



The following is a quantum chemistry calculation of an isolated molecule of C4H6NOP, from OMol25.

Net charge   0
Gap between HOMO and LUMO   9.072 eV
Energy above the lowest of the compared OMol25 structures with the same formula, charge and spin   47.31 kcal/mol
LUMO level   -0.61 eV
SMILES string   [H]/P=C1\CN(C)C1=O
E_tot   -627.2549 a.u.

CARTESIAN COORDINATES (ANGSTROEM)
1 C 0.155 0.951 1.194
2 C 0.049 1.127 -0.229
3 C 0.025 -0.786 0.730
4 C -0.120 -0.734 -1.855
5 N 0.215 -0.163 -0.571
6 O -0.029 2.162 -0.873
7 P 0.199 1.822 2.643
8 H 0.806 -1.469 1.133
9 H -0.969 -1.139 1.190
10 H -0.488 0.183 -2.474
11 H 0.770 -1.066 -2.517
12 H -0.889 -1.511 -1.671
13 H 0.276 0.624 3.299